The following is a DFT calculation (the ωB97M-V functional and the def2-TZVPD basis) of a structure of composition C34H46MnN3OPS2Te at a distorted geometry.

ORCA input file:
```
! RIJCOSX wB97M-V def2-TZVPD def2/J DEFGRID3
* xyz 2 2
Mn -0.326 -1.599 -0.367
C 3.828 -2.863 -0.382
C 2.483 -2.462 -0.897
N 1.548 -2.102 -0.047
N 1.878 -2.187 1.275
C 0.932 -2.547 2.073
S -0.661 -2.951 1.411
S 1.139 -2.700 3.763
C 2.914 -2.246 4.020
C 3.167 -0.772 4.032
C 2.852 -0.025 5.165
C 3.133 1.330 5.212
C 3.740 1.954 4.134
C 4.043 1.219 3.000
C 3.755 -0.134 2.946
C 2.227 -2.573 -2.314
C 3.262 -2.934 -3.197
C 3.045 -3.142 -4.538
C 1.765 -3.011 -5.060
C 0.725 -2.663 -4.227
C 0.925 -2.444 -2.867
O -0.104 -2.132 -2.047
H 3.894 -2.634 0.678
H 4.620 -2.344 -0.917
H 3.967 -3.937 -0.522
H 3.467 -2.767 3.243
H 3.138 -2.678 4.995
H 2.407 -0.510 6.023
H 2.890 1.897 6.097
H 3.985 3.005 4.179
H 4.523 1.698 2.162
H 4.019 -0.700 2.066
H 4.263 -3.054 -2.819
H 3.873 -3.406 -5.178
H 1.577 -3.185 -6.107
H -0.273 -2.568 -4.629
Te -2.186 -2.591 -2.632
C -2.311 -1.361 -4.398
C -2.552 -2.003 -5.611
C -2.640 -1.254 -6.770
C -2.471 0.121 -6.731
C -2.222 0.754 -5.523
C -2.154 0.017 -4.352
H -2.663 -3.080 -5.653
H -2.838 -1.754 -7.706
H -2.523 0.701 -7.639
H -2.079 1.825 -5.482
H -1.962 0.517 -3.415
C -1.665 2.249 3.593
C -1.174 1.028 2.829
C 0.303 0.816 3.138
C -1.944 -0.231 3.248
P -1.402 1.205 0.942
N -0.849 -0.208 0.300
C -0.218 2.418 0.044
C -0.399 2.226 -1.462
C -0.455 3.860 0.470
C 1.223 2.020 0.368
C -3.263 1.343 0.427
C -3.582 2.759 -0.041
C -4.248 0.990 1.538
C -3.462 0.309 -0.677
H -1.508 2.060 4.653
H -2.723 2.435 3.445
H -1.115 3.150 3.333
H 0.389 0.455 4.160
H 0.873 1.738 3.094
H 0.747 0.073 2.473
H -1.392 -0.754 4.024
H -2.060 -0.928 2.417
H -2.916 0.016 3.660
H -1.401 2.458 -1.808
H -0.143 1.198 -1.741
H 0.286 2.892 -1.984
H -1.426 4.236 0.175
H 0.301 4.492 0.007
H -0.359 3.976 1.547
H 1.374 0.942 0.232
H 1.517 2.306 1.371
H 1.890 2.542 -0.318
H -3.487 3.463 0.781
H -4.613 2.795 -0.389
H -2.960 3.086 -0.865
H -4.218 1.686 2.369
H -4.123 -0.021 1.906
H -5.249 1.050 1.114
H -2.754 0.440 -1.494
H -4.470 0.388 -1.082
H -3.344 -0.689 -0.244
*
```

Values from the calculation:
- E_LUMO (alpha / beta) (eV) = -7.37 / -7.31
- strongest force on any atom (eV/A) = 3.5
- ΔE to the lowest compared entry with this formula, charge and spin (kJ/mol) = 145.7
- HOMO energy (alpha / beta) (eV) = -13.40 / -13.40
- total energy (hartree) = -4118.82009
- orbital gap (alpha / beta) (eV) = 6.0 / 6.1

Just the Mulliken charges please, in e? Sure, here they are: number 1, Mn, carries 0.347; number 2, C, carries -1.514; number 3, C, carries 1.348; number 4, N, carries 0.766; number 5, N, carries -0.378; number 6, C, carries 0.307; number 7, S, carries -0.241; number 8, S, carries -0.035; number 9, C, carries -1.204; number 10, C, carries 0.485; number 11, C, carries -0.285; number 12, C, carries -0.608; number 13, C, carries -0.564; number 14, C, carries -0.684; number 15, C, carries 0.106; number 16, C, carries 0.117; number 17, C, carries -0.793; number 18, C, carries -1.060; number 19, C, carries -0.947; number 20, C, carries -0.539; number 21, C, carries 1.518; number 22, O, carries -0.672; number 23, H, carries -0.045; number 24, H, carries 0.514; number 25, H, carries 0.428; number 26, H, carries 0.306; number 27, H, carries 0.603; number 28, H, carries 0.476; number 29, H, carries 0.444; number 30, H, carries 0.449; number 31, H, carries 0.485; number 32, H, carries 0.234; number 33, H, carries 0.384; number 34, H, carries 0.440; number 35, H, carries 0.483; number 36, H, carries -0.194; number 37, Te, carries 0.635; number 38, C, carries -0.253; number 39, C, carries -0.181; number 40, C, carries -0.627; number 41, C, carries -0.508; number 42, C, carries -0.715; number 43, C, carries 0.471; number 44, H, carries 0.489; number 45, H, carries 0.426; number 46, H, carries 0.432; number 47, H, carries 0.435; number 48, H, carries -0.055; number 49, C, carries -1.633; number 50, C, carries 2.639; number 51, C, carries -2.499; number 52, C, carries -1.667; number 53, P, carries -0.015; number 54, N, carries 0.734; number 55, C, carries 1.659; number 56, C, carries -1.334; number 57, C, carries -1.763; number 58, C, carries -1.892; number 59, C, carries 2.528; number 60, C, carries -2.001; number 61, C, carries -1.869; number 62, C, carries -1.931; number 63, H, carries 0.491; number 64, H, carries 0.287; number 65, H, carries 0.329; number 66, H, carries 1.200; number 67, H, carries 0.018; number 68, H, carries 0.074; number 69, H, carries 0.439; number 70, H, carries 0.128; number 71, H, carries 0.455; number 72, H, carries 0.154; number 73, H, carries -0.127; number 74, H, carries 0.645; number 75, H, carries 0.305; number 76, H, carries 0.507; number 77, H, carries 0.311; number 78, H, carries 0.099; number 79, H, carries 0.424; number 80, H, carries 0.666; number 81, H, carries 0.455; number 82, H, carries 0.522; number 83, H, carries 0.298; number 84, H, carries 0.364; number 85, H, carries 0.410; number 86, H, carries 0.531; number 87, H, carries 0.132; number 88, H, carries 0.626; number 89, H, carries 0.275